Record 1
DFT (wB97M-V/def2-TZVPD) results for a molecular structure, C32H34AsClHfO.

The geometry in XYZ format:
```
70
Properties=species:S:1:pos:R:3:forces:R:3
C 6.052908 4.331077 -0.921976 1.2 0.7 -0.2
C 6.560659 4.067550 -2.351269 -0.4 -0.1 0.3
C 5.781658 5.836792 -0.752904 -0.2 -0.5 0.0
C 7.124795 3.891843 0.092039 -0.5 -0.1 -0.2
Cl 4.503345 3.372851 -0.630334 0.1 0.1 0.0
H 6.724760 6.366858 -0.933427 -0.2 -0.1 0.0
H 5.441943 6.068634 0.259750 0.0 0.0 -0.1
H 5.041703 6.190664 -1.475409 0.1 0.0 0.1
H 7.483398 4.643273 -2.492365 -0.2 -0.1 0.0
H 5.829552 4.394872 -3.095105 0.1 -0.1 0.1
H 6.783986 3.008407 -2.502099 0.0 0.1 0.0
H 8.035064 4.469912 -0.107158 -0.2 -0.1 0.0
H 7.356108 2.829019 -0.014707 0.0 0.1 0.0
H 6.802272 4.092781 1.116966 0.0 0.0 -0.1
C -1.193577 1.214388 -1.532901 0.3 0.9 -0.7
C -0.908358 2.308621 -0.662622 0.2 0.5 -1.0
C 0.434769 2.759166 -0.952401 -0.5 0.0 -1.1
H -1.652764 2.824489 -0.054508 0.4 -0.3 -0.1
C 0.982713 1.882799 -1.945966 -0.7 0.8 -0.1
C -0.056341 0.982793 -2.355381 -0.1 -0.1 0.7
H -0.022433 0.292463 -3.202908 0.2 0.1 0.6
H -2.160204 0.725118 -1.615497 0.3 0.0 0.1
H 0.882179 3.685668 -0.612458 0.1 -0.4 0.2
H 1.971083 1.964318 -2.401731 -0.3 0.0 0.2
C 1.288991 -0.009106 2.539919 0.0 0.1 -0.5
C -0.063591 0.393908 2.540323 0.4 0.8 0.5
C -0.137632 1.749318 2.072874 0.5 -0.1 1.0
H -0.903961 -0.178187 2.932554 0.3 0.1 -0.3
C 1.208660 2.179818 1.798061 0.4 0.0 1.0
C 2.084079 1.067878 2.007461 -0.6 0.4 0.7
H 3.173912 1.071922 1.917970 -0.4 0.1 0.0
H 1.668719 -0.949932 2.956799 -0.2 0.4 -0.6
H -1.022769 2.385641 2.156174 0.5 -0.3 -0.2
H 1.528896 3.212255 1.652322 -0.1 -0.5 -0.3
Hf 0.575249 0.647194 0.108979 -0.1 -0.9 0.2
O -0.611417 -0.878385 0.138212 -1.6 -3.0 0.0
As -1.931739 -2.104723 0.126075 0.7 0.8 0.3
C -1.679411 -3.336700 -1.354971 -0.1 0.1 -0.1
C -1.602356 -2.839304 -2.662402 -0.2 -0.2 -0.1
C -1.611964 -3.727070 -3.742847 0.2 0.1 0.1
C -1.657057 -5.107440 -3.529392 -0.1 0.0 0.4
C -1.708284 -5.602920 -2.218995 0.1 0.3 -0.2
C -1.714043 -4.721672 -1.134347 -0.1 0.1 0.2
C -2.033299 -3.043129 1.826268 0.4 -0.1 0.2
C -3.263263 -3.593886 2.209548 -0.2 0.0 0.0
C -3.375250 -4.315054 3.406922 0.6 0.2 -0.2
C -2.240158 -4.498247 4.213408 -0.4 0.1 -0.2
C -1.014489 -3.955087 3.825451 0.1 0.2 -0.1
C -0.900389 -3.223237 2.633768 -0.3 -0.2 0.1
C -3.489298 -0.970740 0.023591 -0.4 -0.1 -0.5
C -4.442310 -1.129262 -0.995437 0.2 -0.1 0.1
C -5.556622 -0.287922 -1.038233 0.0 0.1 0.1
C -5.733903 0.703778 -0.068227 0.4 -0.2 0.0
C -4.781046 0.857054 0.947312 0.1 -0.1 -0.2
C -3.661633 0.024627 0.989752 0.1 0.1 0.2
H -1.554275 -1.767171 -2.837688 -0.1 -0.1 0.0
H -1.577347 -3.344874 -4.762976 0.0 0.0 0.3
H -1.656983 -5.803218 -4.374738 0.0 0.3 0.3
H -1.735820 -6.676384 -2.047520 0.0 0.2 0.0
H -1.762227 -5.109911 -0.117145 0.0 0.0 -0.2
H -4.141976 -3.462103 1.573883 0.2 0.0 0.2
H -4.337608 -4.725549 3.704686 0.2 0.1 -0.1
H -2.330682 -5.070635 5.143898 0.1 0.3 -0.4
H -0.134849 -4.099401 4.460294 -0.3 0.1 -0.3
H 0.057430 -2.805648 2.331518 -0.1 -0.1 0.1
H -4.306094 -1.906598 -1.751248 -0.1 0.2 0.2
H -6.286763 -0.401517 -1.840531 0.2 0.0 0.3
H -6.603605 1.358069 -0.102959 0.2 -0.2 0.0
H -4.902061 1.632410 1.702309 0.0 -0.2 -0.2
H -2.918983 0.156786 1.783693 -0.3 -0.1 -0.2
```
Forces are in eV/Å.

net charge	+2
highest occupied orbital energy	-0.5397	Ha
frontier orbital gap	7.77	eV
E_LUMO	-6.92	eV



Record 2
DFT (wB97M-V/def2-TZVPD) results for a single C32H34BClO2S molecule.

The geometry in XYZ format:
```
71
Properties=species:S:1:pos:R:3:forces:R:3
C 4.884593 0.604234 -0.363526 0.0 -0.2 0.0
C 3.947498 1.556422 0.274457 0.5 1.4 -0.1
C 4.056253 2.959955 0.190940 0.4 -0.1 -0.2
C 3.241071 3.676026 1.025587 0.0 -0.4 0.9
C 2.210432 2.854117 1.687114 3.3 -0.9 0.2
B 0.785579 3.353957 -3.081313 0.8 0.7 3.8
C 2.057791 3.025332 3.211650 0.0 0.4 -0.7
C 2.085910 1.952304 4.098373 -0.3 -0.6 0.8
C 1.888718 2.127293 5.473992 -0.2 0.5 -0.2
C 1.705676 3.427189 5.969423 0.3 -0.4 -1.5
Cl 1.281087 3.683120 7.594651 -0.1 0.1 0.9
C 1.836051 4.520687 5.110072 -0.2 -0.2 -0.4
C 2.017542 4.306910 3.738436 -0.2 0.4 0.6
O 1.988050 4.070656 -3.058359 -0.6 -1.0 -1.0
C 2.714034 3.585363 -4.215951 -0.8 0.1 -0.1
C 2.263873 4.509145 -5.375887 0.2 0.0 -0.3
C 4.205532 3.738915 -3.928357 0.6 -0.3 -0.1
C 2.120758 2.108481 -4.332632 0.3 -0.1 -0.2
C 1.972432 1.555501 -5.716397 -0.1 0.0 -0.4
C 2.834891 1.088311 -3.431373 -0.2 -0.1 0.3
O 0.706462 2.243019 -3.866445 1.4 0.9 0.2
S 2.887174 1.096938 1.502800 -0.4 0.8 -0.4
H 5.668380 1.127813 -0.922623 -0.3 0.0 0.1
H 5.368559 0.043173 0.441633 0.1 -0.3 -0.3
H 4.355484 -0.076058 -1.039237 0.2 -0.1 0.1
H 4.812710 3.421538 -0.445957 -0.3 -0.1 0.1
H 3.222609 4.769473 1.087056 -0.1 -0.5 -0.1
H 2.258249 0.919524 3.763143 -0.3 0.7 0.2
H 1.818914 1.265826 6.149573 0.1 0.4 -0.4
H 1.721696 5.530019 5.494744 0.1 -0.2 0.0
H 2.123642 5.158024 3.066953 -0.2 -0.1 0.2
H 2.774804 4.260394 -6.315303 -0.1 0.0 0.2
H 1.175878 4.501863 -5.567509 0.4 -0.4 0.3
H 2.488009 5.557667 -5.132923 0.2 -0.4 0.1
H 4.851790 3.531320 -4.796762 -0.4 0.1 0.0
H 4.407865 4.768856 -3.613466 -0.2 -0.1 -0.1
H 4.603000 3.092454 -3.132666 -0.5 0.1 -0.1
H 2.941171 1.465473 -6.218865 -0.2 0.0 0.0
H 1.494293 0.571219 -5.629515 0.2 0.2 -0.2
H 1.296038 2.215989 -6.268062 0.3 -0.2 -0.2
H 3.844416 0.800326 -3.782275 -0.5 0.3 -0.1
H 2.940174 1.451775 -2.399033 -0.1 0.0 -0.2
H 2.224634 0.171638 -3.404440 0.2 0.3 0.0
C 0.939295 2.808955 0.585584 -3.5 -0.4 -2.9
C -0.170807 2.384665 1.614625 0.5 1.1 -1.3
C -0.455618 1.046370 1.780166 0.0 -0.4 0.4
C -1.052797 0.625811 2.973556 -0.3 0.5 0.2
C -1.454524 1.572044 3.933192 0.0 -0.1 -0.2
C -1.364060 2.942545 3.639424 0.1 -0.2 -0.8
C -0.769210 3.345284 2.429546 -0.3 -0.2 1.0
C 0.446996 3.871949 -0.366830 -0.3 0.0 1.6
C -0.159558 3.808845 -1.773803 0.3 -1.0 -2.1
C -0.787061 5.048188 -2.510287 -0.7 -0.4 0.6
C -1.467314 4.863512 -3.751003 -0.2 0.1 0.2
C -2.160488 5.916814 -4.366140 0.4 -0.1 -0.1
C -2.186410 7.191504 -3.800953 -0.1 -0.3 0.1
C -1.523687 7.373776 -2.598236 0.6 0.1 0.2
C -0.810576 6.332938 -1.972576 -0.1 0.1 0.0
H 1.252002 1.955865 -0.074778 -0.6 0.5 0.8
H -0.217982 0.357160 0.968255 0.3 0.0 0.5
H -1.200884 -0.435485 3.148618 -0.1 0.1 0.0
H -1.896659 1.253588 4.885544 0.2 0.1 -0.5
H -1.748204 3.692600 4.332618 0.1 -0.3 -0.2
H -0.768110 4.397136 2.139519 0.3 -0.3 0.3
H 0.219622 4.768306 0.211612 -0.2 0.3 -0.5
H -0.933536 3.013219 -1.802813 0.0 0.4 0.2
H -1.529341 3.877954 -4.244352 0.2 0.4 0.4
H -2.651794 5.778802 -5.333067 0.1 -0.2 0.4
H -2.738762 8.007705 -4.288592 0.4 -0.4 0.3
H -1.519612 8.367750 -2.159363 0.0 -0.2 0.1
H -0.276610 6.504631 -1.031971 -0.3 0.1 -0.4
```
Forces are in eV/Å.

highest occupied orbital energy	-0.1961	Ha
frontier orbital gap	4.11	eV
E_LUMO	-1.23	eV



Record 3
DFT (wB97M-V/def2-TZVPD) results for a molecular structure, C32H34BIrN6O.

The geometry in XYZ format:
```
75
Properties=species:S:1:pos:R:3:forces:R:3
Ir -0.030000 0.061500 0.501400 0.3 -1.0 -4.9
C 2.616800 0.003800 -4.421800 -0.2 0.0 -0.3
C 2.571300 -0.021300 -2.949000 0.1 0.2 0.9
C 3.644500 -0.076100 -2.086100 -0.9 -0.1 0.6
C 3.105700 -0.073600 -0.786000 0.0 0.1 -0.4
N 1.745600 -0.017200 -0.894000 -1.1 0.0 2.1
N 1.439600 0.017400 -2.187500 -0.8 0.4 -1.8
B -0.006100 0.024700 -2.727500 0.5 -1.1 0.6
N -0.734800 -1.220300 -2.184300 0.1 0.5 -1.9
N -0.890400 -1.451900 -0.886200 0.6 1.2 2.1
C -1.563300 -2.632000 -0.744200 0.2 0.3 -0.5
C -1.824700 -3.136000 -2.030400 0.4 0.7 0.6
C -1.293800 -2.224800 -2.918400 0.1 0.2 0.9
C -1.307500 -2.287900 -4.390200 0.1 0.2 -0.3
C -1.923800 -3.214100 0.515500 -0.3 -0.5 1.3
C -2.565000 -4.473300 0.557900 0.5 1.0 -0.2
C -2.923200 -5.036400 1.762200 0.0 0.1 0.6
C -2.657100 -4.368600 2.955000 0.2 0.2 -0.4
C -2.016800 -3.121500 2.933300 -0.2 -0.4 0.4
C -1.655200 -2.559200 1.734600 -0.2 -0.4 -1.0
N -0.750300 1.278000 -2.228400 -0.3 0.6 0.2
N -0.941400 1.535400 -0.940800 1.0 -1.7 1.5
C -1.647300 2.698200 -0.843100 -0.1 0.3 0.8
C -1.896500 3.162600 -2.148500 0.3 -0.3 -0.1
C -1.328300 2.242500 -3.003900 -0.2 0.3 0.4
C -1.314000 2.268500 -4.479100 0.1 -0.2 -0.3
C -2.055700 3.307400 0.387700 0.3 -0.6 -0.6
C -2.039500 2.586500 1.600400 -0.1 -0.2 0.7
C -2.419400 3.186900 2.775400 0.3 -0.8 -0.3
C -2.822700 4.529500 2.776600 0.0 0.2 0.0
C -2.860400 5.253200 1.584600 0.1 0.1 -0.6
C -2.495500 4.652200 0.402000 -0.3 0.6 0.3
C 3.843000 -0.105400 0.443900 0.6 0.0 1.3
C 3.203400 -0.336700 1.678500 0.3 0.1 -0.9
C 3.914700 -0.300500 2.854500 0.5 0.1 0.3
C 5.293000 -0.050500 2.834400 -0.3 0.0 -0.3
C 5.946900 0.138900 1.619700 0.0 -0.1 0.5
C 5.242000 0.106800 0.438600 -1.0 -0.1 -0.2
H 3.652700 0.010600 -4.751100 0.0 0.0 0.0
H 2.125700 0.889900 -4.817800 0.0 0.1 -0.1
H 2.128500 -0.869300 -4.849400 0.0 -0.1 -0.1
H 4.674700 -0.140500 -2.368000 0.2 0.0 0.0
H 0.001800 0.009000 -3.894200 0.0 0.1 -0.4
H -2.335300 -4.040600 -2.286500 -0.1 -0.2 0.0
H -1.817700 -3.191800 -4.712300 0.0 0.0 0.0
H -0.295700 -2.299800 -4.790500 0.1 0.0 -0.1
H -1.824700 -1.430100 -4.815300 -0.1 0.0 -0.1
H -2.768400 -5.003200 -0.358000 0.0 -0.1 -0.1
H -3.408500 -5.999400 1.780900 0.0 -0.1 0.0
H -2.938300 -4.814100 3.897400 0.0 0.0 0.1
H -1.818500 -2.621100 3.869300 0.0 0.1 0.1
H -1.149300 -1.577600 1.699500 -0.1 0.1 0.2
H -2.446500 4.034900 -2.433000 -0.1 0.2 -0.1
H -1.824200 3.158800 -4.837300 0.0 0.0 0.1
H -1.816000 1.400600 -4.902800 0.0 -0.1 0.0
H -0.294900 2.284200 -4.860900 0.1 0.0 0.0
H -1.757300 1.532600 1.568200 -0.2 0.3 0.2
H -2.429800 2.632300 3.702200 0.0 0.0 0.0
H -3.113300 5.001900 3.703300 0.0 0.0 0.1
H -3.171400 6.287200 1.588200 0.0 0.0 0.0
H -2.521000 5.217000 -0.515500 0.0 0.1 -0.1
H 2.141600 -0.584300 1.665200 0.1 -0.2 0.2
H 3.434300 -0.485200 3.802100 -0.1 -0.1 0.1
H 5.848700 -0.021000 3.760100 0.0 0.0 0.0
H 7.012000 0.313300 1.605200 0.1 0.0 0.0
H 5.761100 0.263200 -0.493100 0.0 0.1 -0.1
C 0.509400 -0.776000 4.551700 -0.1 0.3 -0.2
C -0.190100 0.439000 3.961000 -0.4 -0.6 0.7
O 0.415700 0.897600 2.736600 0.4 0.3 -1.3
H -0.132300 -1.212100 5.313400 0.0 -0.1 0.1
H 1.441300 -0.495700 5.032600 0.1 0.0 0.0
H 0.711200 -1.532700 3.792200 0.0 -0.1 0.0
H -0.188300 1.257400 4.688200 -0.1 0.0 -0.3
H -1.224600 0.204300 3.700200 0.0 0.0 0.0
H 1.260500 1.314100 2.951000 0.2 0.0 -0.2
```
Forces are in eV/Å.

energy relative to the best compared isomer or geometry (same formula, charge and spin)	72.5	kcal per mole
spin multiplicity	2
net charge	+3
highest occupied orbital energy (spin up / spin down)	-0.5905 / -0.5874	Ha
frontier orbital gap (spin up / spin down)	4.38 / 3.41	eV
E_LUMO (spin up / spin down)	-11.69 / -12.57	eV



Number 1: energy -110437.835 eV. Number 2: energy -61861.722 eV. Number 3: energy -48210.881 eV.